Record 1
Computed, not measured: a molecular structure, C3H4IN3 in a non-equilibrium geometry, with the ωB97M-V functional and the def2-TZVPD basis.

Geometry as XYZ:
```
11
Properties=species:S:1:pos:R:3:forces:R:3
I -2.2270 2.0046 0.5724 0.65 -0.55 -0.48
N 0.6667 -0.2545 -1.7318 1.49 -0.12 -1.53
N 0.3352 -0.4787 1.8713 -1.52 1.18 -0.93
N 1.0310 -0.6882 -0.4979 -0.91 -0.08 -1.32
C -0.7840 0.8584 -0.4019 2.00 -3.23 3.88
C 0.2678 -0.4581 0.4949 -4.17 6.14 -0.32
C -0.2647 0.6589 -1.6326 -2.20 0.57 -1.37
H 1.6764 -1.3921 -0.6177 1.91 -1.79 0.35
H -0.7527 1.0525 -2.5861 1.15 -0.38 1.40
H 0.5890 -1.3326 2.3189 -0.11 -0.45 0.42
H -0.5377 0.0298 2.2104 1.70 -1.28 -0.12
```
Positions in Å, forces in eV/Å.

HOMO energy	-7.35	eV
energy relative to the best compared isomer or geometry (same formula, charge and spin)	310.3	kJ/mol
spin multiplicity	1
Kohn-Sham gap	0.2882	Eh

Atom charges from the natural (NBO) analysis, given in e for atoms 1 to 4: number 1, I, carries 0.188; number 2, N, carries -0.369; number 3, N, carries -0.821; number 4, N, carries -0.345

Record 2
Computed, not measured: a molecular structure, C11H33AlBBeBr3ClFN3NaNbO6 in a non-equilibrium geometry, with the ωB97M-V functional and the def2-TZVPD basis.

Geometry as XYZ:
```
63
Properties=species:S:1:pos:R:3:forces:R:3
Nb 0.5698 1.6891 2.5895 1.87 -0.15 -1.10
Br -4.1181 0.0561 -6.7160 0.02 0.01 0.09
Br 2.7079 4.3797 5.5273 -0.96 -1.11 -1.79
Br -6.5596 0.4769 -3.9861 -0.12 0.01 -0.10
Cl 0.0002 2.6887 6.1117 -3.27 0.87 -0.83
Al -1.9017 -3.1695 1.1994 -1.40 -0.96 -1.53
Na 1.4876 -1.7421 5.0233 0.19 -0.11 0.19
F -1.4145 3.2288 5.2102 2.29 -0.72 2.11
O 0.5862 -0.0496 3.7602 -3.31 -2.39 -1.59
O -1.6132 -0.9813 4.5219 2.60 -1.09 -1.73
O -0.7789 -1.7116 2.2890 0.53 1.84 -0.42
O -2.8455 -1.3881 -1.7264 0.38 -0.82 1.35
O 2.2542 -1.7349 -1.5280 0.16 -0.23 0.19
O -1.0320 1.8328 -0.6387 0.41 -0.09 0.23
N 2.2064 1.1349 1.3706 -2.46 -1.05 1.04
N 1.8936 2.7940 3.9543 1.82 2.68 1.95
N -2.7319 2.0368 -2.0751 0.79 0.42 0.26
C -4.9315 -1.2793 -5.5521 0.09 -0.08 -0.15
C -0.5678 3.0184 -2.6702 0.18 0.03 0.05
C 4.0650 0.0523 2.7939 -0.38 -1.02 0.14
C -6.3818 -0.9632 -5.2850 -0.04 -0.05 0.23
C 2.0308 -4.0533 -1.9980 -0.26 0.14 0.21
C 4.1218 -2.6987 -2.6372 0.02 0.38 0.07
C 2.8736 -0.1526 1.7098 2.61 0.74 -1.35
C 3.7287 -0.4367 4.2810 0.55 0.64 0.21
C 2.7548 -2.7337 -2.0085 -0.19 0.34 0.12
C -1.4479 2.2558 -1.7168 -0.72 -0.26 -0.10
C -3.4086 2.4420 -3.2885 -0.27 -0.32 0.19
B -0.5913 -0.8976 3.5036 0.27 2.85 2.41
Be 0.9047 -2.5992 2.1125 0.22 -0.67 0.50
H 3.3741 -1.5270 4.3310 1.00 1.47 -0.46
H -3.7766 1.5442 -3.7861 -0.03 0.18 -0.18
H -1.2456 -1.6340 5.1553 -0.95 0.48 0.07
H -0.6731 0.9981 1.4228 0.08 0.18 0.67
H -2.7559 2.9892 -3.9641 0.03 -0.05 0.13
H 1.0596 -3.9294 -1.5157 0.06 0.03 -0.10
H 1.8713 -4.3980 -3.0212 0.12 -0.14 0.07
H 4.5234 -1.6864 -2.5739 -0.06 -0.09 -0.02
H -3.2582 1.5192 -1.3858 -0.03 -0.15 -0.20
H -4.8377 -2.2220 -6.0917 -0.07 0.07 0.04
H 2.1869 -1.0165 1.9604 0.61 0.94 0.16
H -2.4614 -0.7214 -1.1468 0.12 0.42 -0.16
H 0.4105 3.2537 1.6510 -0.19 -0.65 0.43
H 3.4212 -0.4775 0.7613 -0.87 0.16 1.19
H 2.6097 -4.7908 -1.4380 0.06 -0.09 -0.21
H 4.7931 -3.3761 -2.1054 -0.03 -0.13 -0.19
H 2.0578 1.2584 0.3625 0.57 0.13 0.29
H 4.4311 1.1276 2.8027 -0.65 -1.27 -0.02
H -0.4901 2.4837 -3.6185 -0.07 0.15 -0.03
H -6.9280 -0.6573 -6.1755 0.14 -0.02 0.06
H -4.2581 3.0712 -3.0157 -0.02 0.04 -0.24
H -0.8118 2.2756 3.6015 -0.22 -0.31 -0.98
H -0.8228 -1.1460 1.4597 0.19 0.60 0.50
H -6.8834 -1.8188 -4.8325 0.10 0.03 -0.03
H 4.9546 -0.5720 2.4532 -1.17 0.78 0.41
H 4.0549 -2.9836 -3.6887 0.10 -0.18 0.07
H 2.7799 2.9755 3.4653 -0.13 -0.59 0.20
H -4.3270 -1.3224 -4.6462 -0.12 0.04 -0.02
H 2.9764 0.2436 4.8076 0.80 -0.86 -0.73
H 4.6840 -0.3482 4.8935 -1.25 -0.33 -0.67
H 2.0193 2.2607 4.8230 0.39 -0.53 -0.73
H 0.4303 3.1116 -2.2435 -0.14 -0.06 0.05
H -0.9693 4.0201 -2.8331 0.01 -0.07 -0.16
```
Positions in Å, forces in eV/Å.

HOMO energy	-9.03	eV
net charge	+1
spin multiplicity	1
Kohn-Sham gap	0.0866	Eh

Atom charges from the natural (NBO) analysis, given in e for atoms 1 to 4: number 1, Nb, carries 1.620; number 2, Br, carries -0.027; number 3, Br, carries 0.131; number 4, Br, carries -0.020

Record 3
Computed, not measured: 2 unconnected molecules or ions with the total composition C5H13N3O in a non-equilibrium geometry, with the ωB97M-V functional and the def2-TZVPD basis.

Geometry as XYZ:
```
22
Properties=species:S:1:pos:R:3:forces:R:3
O 1.0315 1.7055 0.2232 -0.21 -1.54 0.59
N 0.6667 -0.9843 -2.2215 -0.85 0.11 0.70
N -0.5632 -0.9735 -2.0607 0.96 -1.00 -1.33
N -1.0960 1.1899 -1.3723 0.54 1.18 0.02
C 1.0995 0.6315 0.8506 2.19 2.85 0.94
C 2.2728 -0.2965 0.6070 -0.27 -0.43 -0.99
C 0.5318 0.5619 2.2578 -0.78 -0.29 -0.44
C -2.3797 -0.7200 -0.4917 0.15 0.14 -0.23
C -1.0569 -0.1573 -0.9724 1.90 0.06 2.57
H -2.2817 -1.7762 -0.2523 0.00 -0.01 0.09
H 1.3217 0.7641 2.9839 0.16 -0.02 -0.21
H 2.2802 -0.5973 -0.4453 0.01 -0.01 0.22
H 3.2084 0.2473 0.7735 -0.28 0.10 0.21
H 0.8925 -1.6198 -3.0008 -0.33 0.21 -0.07
H -0.1947 1.6540 -1.0950 -0.92 -0.48 -0.56
H 0.1462 -0.4348 2.4566 -0.08 -0.11 0.18
H -3.1167 -0.6214 -1.2891 -0.02 -0.01 -0.04
H -1.8216 1.7019 -0.8855 -0.09 -0.10 -0.06
H -0.1924 -0.2281 -0.0757 -2.07 -0.54 -1.72
H 2.2408 -1.1786 1.2390 0.01 -0.09 0.07
H -2.7350 -0.1688 0.3766 0.04 -0.04 0.11
H -0.2540 1.3007 2.3942 -0.05 0.01 -0.04
```
Positions in Å, forces in eV/Å.

HOMO energy	-8.86	eV
energy relative to the best compared isomer or geometry (same formula, charge and spin)	316.8	kJ/mol
spin multiplicity	1
Kohn-Sham gap	0.3456	Eh
structure (SMILES)	[H]/N=N/[C@H](C)N.CC(C)=O

Atom charges from the natural (NBO) analysis, given in e for atoms 1 to 4: number 1, O, carries -0.604; number 2, N, carries -0.326; number 3, N, carries -0.119; number 4, N, carries -0.831

Record 4
Computed, not measured: 2 unconnected molecules or ions with the total composition C4H12S in a non-equilibrium geometry, with the ωB97M-V functional and the def2-TZVPD basis.

Geometry as XYZ:
```
17
Properties=species:S:1:pos:R:3:forces:R:3
S 1.9190 -1.2879 -3.7662 0.06 0.60 1.40
C 0.2037 -1.4549 -3.1312 -0.48 -1.94 0.86
C 0.1638 -0.9995 -1.6290 -0.40 -1.45 0.48
C -0.1654 1.0098 3.2985 -0.38 2.44 1.90
C -0.9604 1.6215 2.1464 -0.74 1.09 0.35
H -0.8779 -1.0252 -1.2019 1.04 0.01 -0.46
H 0.8941 -1.4396 -0.8393 -1.22 -0.01 -1.78
H -0.5885 -0.9191 -3.7100 1.04 -0.06 0.37
H -0.0290 -2.5534 -3.2600 0.04 1.15 0.33
H 0.7277 0.5936 2.9305 1.36 -0.42 -0.16
H 0.4970 -0.0128 -1.7175 0.13 1.94 0.33
H 2.4095 -1.0429 -2.4741 -0.21 -0.25 -1.53
H 0.0831 1.8308 4.1493 -0.43 -1.90 -2.06
H -0.7043 0.2256 3.8195 -0.18 -0.09 -0.07
H -0.9223 2.7210 2.0739 -0.24 -0.22 0.79
H -0.6533 1.4311 1.1522 0.89 -1.13 -0.95
H -1.9969 1.3020 2.1588 -0.28 0.22 0.20
```
Positions in Å, forces in eV/Å.

HOMO energy	-9.04	eV
energy relative to the best compared isomer or geometry (same formula, charge and spin)	99.4	kJ/mol
spin multiplicity	1
Kohn-Sham gap	0.3652	Eh
structure (SMILES)	CCS.CC

Atom charges from the natural (NBO) analysis, given in e for atoms 1 to 4: number 1, S, carries -0.056; number 2, C, carries -0.518; number 3, C, carries -0.625; number 4, C, carries -0.607

Record 5
Computed, not measured: a molecular structure, C15H26ClNaO19 in a non-equilibrium geometry, with the ωB97M-V functional and the def2-TZVPD basis.

Geometry as XYZ:
```
62
Properties=species:S:1:pos:R:3:forces:R:3
Cl -0.5420 -0.5995 0.7860 0.01 4.11 -1.06
Na -0.3061 -3.2573 1.4077 -0.78 -0.24 -0.79
O 0.5447 -1.1647 1.5438 -0.68 -0.74 -0.66
O -4.6892 0.3856 -0.2355 -0.87 -1.26 0.54
O -0.0613 0.3913 -0.1655 0.61 -1.89 2.72
O -1.4568 0.0771 1.6639 1.29 -1.18 1.24
O 1.8150 4.3196 0.0968 1.38 -0.26 -0.09
O 4.9611 -0.4681 2.1552 -1.18 2.49 -0.22
O 3.7616 1.4308 1.4533 1.70 -2.01 0.94
O 0.6579 -3.4926 3.1704 1.60 -1.75 0.31
O -3.9124 2.1162 -1.2607 3.08 0.88 -2.22
O 0.3304 4.6510 -1.6178 1.02 -0.43 1.11
O -3.9098 -1.8305 -4.0704 3.23 0.13 3.67
O -5.9913 2.1369 -0.8534 -2.81 -0.28 -0.15
O 2.9302 -0.0129 2.9452 0.14 6.59 1.12
O 1.1516 2.5931 -1.0994 1.95 2.80 1.85
O -1.9952 -1.5802 -2.9119 -1.27 0.13 -0.96
O 2.9090 -3.3586 2.9983 -0.94 -1.71 -0.78
O -2.5205 -0.0313 -4.5200 -1.21 -3.21 1.99
O -1.1808 -1.5989 -0.0143 -0.39 -2.29 1.50
O 1.9124 -5.4794 3.1079 -1.96 3.78 0.58
C 1.7654 -4.0193 3.0985 0.92 -1.60 0.44
C 2.6587 2.1011 1.9916 -1.79 -0.58 -0.28
C 4.0000 0.2762 2.2159 2.08 0.53 -1.95
C 1.9607 1.0116 2.8635 0.02 1.73 -0.53
C 0.3264 1.9185 -1.9483 -2.22 -1.21 -1.36
C -4.9835 1.5331 -0.8797 -0.69 0.53 2.72
C -2.9691 1.0722 -1.4800 1.28 1.09 1.33
C 3.1592 -6.0709 3.4137 1.05 0.75 -0.11
C 2.8505 -1.9619 2.5639 -1.00 -1.74 0.93
C -4.8124 -1.6225 -5.0544 -1.88 0.22 -2.19
C -0.8550 -0.7834 -2.5433 0.34 0.20 0.36
C 2.0903 5.7043 0.4196 -1.73 0.69 -0.56
C 1.0428 3.9512 -0.9241 -1.27 -0.12 -1.72
C -3.2802 0.1593 -0.2711 -0.06 0.13 -3.40
C -2.8118 -1.0679 -3.8614 1.13 2.56 -2.74
H 1.7735 1.4908 3.8245 -0.34 -0.76 0.19
H -4.4525 -2.1673 -5.9271 -0.34 0.16 -0.33
H 3.7299 -5.9932 2.4882 0.48 -0.60 0.29
H -0.4608 1.4618 -1.3484 0.68 1.18 -0.70
H 2.8879 5.8509 1.1479 -0.33 -0.94 0.21
H -0.0809 -0.6311 -3.2955 -0.39 -0.56 -0.47
H -5.0826 -0.6017 -5.3246 0.74 0.29 0.18
H 3.6903 -5.5500 4.2104 -0.04 0.33 -0.12
H 1.9900 2.3594 1.1705 0.29 0.25 0.19
H 3.5076 -1.3491 3.1809 0.27 -4.16 0.10
H 2.3525 6.3892 -0.3867 0.07 -0.76 -0.74
H -5.7594 -2.0420 -4.7148 0.14 -0.34 -0.01
H 0.8569 1.0430 -2.3229 0.35 0.47 -0.26
H -1.9748 1.5025 -1.3603 -0.74 0.20 -0.23
H 1.1237 0.5108 2.3770 -0.04 0.98 0.57
H -2.6765 0.3845 0.6081 -1.77 0.48 -0.50
H -3.0923 0.7047 -2.4988 -0.17 -0.19 0.42
H 1.1136 6.0699 0.7368 0.30 0.39 0.61
H -3.0082 -0.8236 -0.6557 -0.93 -0.25 0.63
H 3.0267 -7.0782 3.8086 -0.41 -0.02 -0.61
H -0.4806 -1.2864 -1.6517 0.23 0.09 -1.29
H -0.2310 2.4275 -2.7346 0.86 0.75 -0.21
H -1.1231 0.2176 -2.2055 -0.32 -0.88 -0.64
H 1.8588 -1.5161 2.6406 0.47 -1.83 1.24
H 2.9980 -1.7889 1.4979 0.79 -1.04 -0.11
H 2.9627 2.9856 2.5514 0.06 -0.09 0.02
```
Positions in Å, forces in eV/Å.

HOMO energy	-10.06	eV
spin multiplicity	1
Kohn-Sham gap	0.3414	Eh

Atom charges from the natural (NBO) analysis, given in e for atoms 1 to 4: number 1, Cl, carries 2.568; number 2, Na, carries 0.963; number 3, O, carries -0.896; number 4, O, carries -0.501

Record 6
Computed, not measured: a gas-phase ion, C5H6N8 (charge -2) in a non-equilibrium geometry, with the ωB97M-V functional and the def2-TZVPD basis.

Geometry as XYZ:
```
19
Properties=species:S:1:pos:R:3:forces:R:3
N 2.2411 0.4122 1.0668 -1.18 0.90 2.79
N 3.5180 0.6039 0.6139 1.60 -1.44 6.35
N 3.4863 0.6728 -0.6977 1.83 2.07 -7.23
N -2.7716 2.1213 0.4039 0.23 -0.71 -0.82
N -1.0756 1.7646 -0.9366 -0.90 -0.19 -0.30
N 2.2721 0.3984 -1.1445 -0.66 -0.73 -2.02
N -2.1322 1.0650 0.8791 1.15 -0.83 0.27
N -2.1863 2.4724 -0.7068 0.07 2.05 -0.52
C -0.2036 -0.2894 0.0911 2.95 -1.06 -2.12
C 1.5676 0.3042 -0.0115 -5.30 -2.64 0.80
C -0.4292 -1.1722 1.3019 4.08 -1.21 -1.47
C -0.4537 -1.1324 -1.2818 1.95 -0.62 3.43
C -1.0812 0.8643 0.0254 -1.63 0.83 1.48
H 0.1579 -2.1211 -1.1902 -0.37 2.09 -0.94
H -0.3055 -0.3231 -1.9483 0.70 -0.22 -1.73
H -1.3926 -1.5078 1.4880 -1.94 -0.58 -0.18
H 0.3521 -2.0534 1.2400 -1.63 1.36 0.10
H -0.1106 -0.6074 2.1086 0.53 1.00 2.01
H -1.4531 -1.4724 -1.3015 -1.50 -0.05 0.07
```
Positions in Å, forces in eV/Å.

HOMO energy (spin up / spin down)	3.19 / -1.71	eV
net charge	-2
spin multiplicity	3
Kohn-Sham gap (spin up / spin down)	0.1130 / 0.2617	Eh

Atom charges from the natural (NBO) analysis, given in e for atoms 1 to 4: number 1, N, carries -0.568; number 2, N, carries -0.107; number 3, N, carries -0.320; number 4, N, carries -0.186